Entry 1:
Here is a molecular structure, C37H84F2LiNO32P4S2 in a non-equilibrium geometry from the Open Molecules 2025 dataset. Energies are from the ωB97M-V functional and the def2-TZVPD basis.

Properties
F_max   11.7 eV/Å
2S+1   1
HOMO   -9.84 eV

Element x y z (Å)
Li 2.4420 -2.6062 -2.1214
N 1.7347 -0.6156 -0.1096
S 1.5156 -0.4620 1.3788
O 0.1832 -0.8326 1.8929
O 2.1956 0.6376 2.1404
F 2.3476 -1.7156 1.8254
S 1.1786 0.8526 -0.3538
O 2.1920 1.8711 -0.4087
O -0.1961 1.1574 0.0945
F 1.0494 0.6211 -1.8949
C 7.9718 0.2136 3.4652
O 8.1390 -0.8000 4.4484
C 9.0895 -0.5794 5.4214
O 9.7470 0.4057 5.5401
O 9.1668 -1.7233 6.2712
C 9.9747 -1.7189 7.3655
H 6.9795 0.5971 3.7026
H 7.8634 -0.2553 2.4872
H 8.7942 0.9055 3.2838
H 10.1044 -2.7686 7.6290
H 9.5740 -1.3124 8.2941
H 10.9723 -1.3428 7.1385
C 4.8677 4.9009 1.8683
O 3.9467 5.4711 2.8977
C 4.0597 6.7822 3.1548
O 4.9239 7.5634 2.7879
O 3.0028 7.1581 3.9649
C 1.7964 6.3844 4.2588
H 5.9555 4.9198 1.9349
H 4.5262 5.2359 0.8889
H 4.5660 3.8589 1.7623
H 0.9620 7.0615 4.0761
H 1.7745 5.9355 5.2519
H 1.8251 5.5217 3.5932
C -1.6062 4.3348 -5.0787
O -2.7774 5.0127 -4.5532
C -3.7057 4.3295 -3.9756
O -3.5876 3.2481 -3.4362
O -4.8201 4.9946 -4.1297
C -5.9586 4.4029 -3.6803
H -1.7789 4.0598 -6.1192
H -1.3484 3.4753 -4.4599
H -0.6857 4.9185 -5.0754
H -6.3141 3.6767 -4.4112
H -6.5661 5.2781 -3.4497
H -5.7501 3.8863 -2.7434
C 0.9778 -5.3892 -8.8493
C 0.4390 -4.6658 -7.6241
O 0.8997 -5.1564 -6.3212
P -0.1747 -4.9418 -5.0289
O 0.5220 -4.6653 -3.6924
O -1.1479 -3.7295 -5.5264
C -0.6817 -2.4177 -5.4258
C -1.0721 -1.4889 -6.5400
O -1.0818 -6.2197 -5.2710
C -1.7104 -6.8184 -4.1965
C -0.7343 -7.5280 -3.2113
H 0.5446 -4.8507 -9.6922
H 2.0421 -5.6173 -8.9067
H 0.4998 -6.3653 -8.7666
H 0.6779 -3.6023 -7.6179
H -0.6465 -4.7598 -7.6567
H -1.0476 -1.9572 -4.5081
H 0.4072 -2.4055 -5.3784
H -0.5373 -0.5450 -6.4339
H -0.8641 -1.8794 -7.5362
H -2.1425 -1.2844 -6.5188
H -2.2789 -6.2134 -3.4903
H -2.4578 -7.4994 -4.6035
H 0.1080 -7.9872 -3.7288
H -0.3976 -6.8936 -2.3914
H -1.1733 -8.3716 -2.6788
C -5.6674 0.2046 -0.1218
C -5.5252 -1.4148 -0.3017
O -6.7233 -2.0680 -0.3920
P -6.8770 -3.6278 -0.7702
O -5.8355 -4.5258 -0.1695
O -6.9956 -3.6174 -2.3991
C -6.1667 -2.9474 -3.3775
C -6.5437 -3.6515 -4.7319
O -8.3929 -3.9916 -0.2180
C -9.5005 -3.3105 -0.7162
C -10.8225 -3.9376 -0.1665
H -5.8815 0.5394 0.8932
H -4.7972 0.7461 -0.4927
H -6.4973 0.6456 -0.6740
H -5.0101 -1.6427 -1.2348
H -4.8902 -1.8088 0.4917
H -6.2190 -1.8642 -3.2683
H -5.1315 -3.1433 -3.0980
H -5.9077 -3.1420 -5.4558
H -6.1015 -4.6200 -4.4981
H -7.6010 -3.6961 -4.9932
H -9.4427 -2.2303 -0.5819
H -9.4792 -3.3257 -1.8059
H -11.5944 -3.2139 0.0952
H -11.2811 -4.6150 -0.8868
H -10.7188 -4.5963 0.6957
C 1.3469 11.4226 3.0907
C -0.1230 11.0693 3.0852
O -0.6745 11.1432 1.7740
P -1.3906 9.9087 1.0272
O -1.7595 10.1460 -0.3646
O -0.2932 8.7288 1.2199
C 0.6697 8.4856 0.2892
C 0.6862 6.9314 0.0186
O -2.5028 9.3463 2.0880
C -2.9356 7.9932 1.9745
C -3.9370 7.8582 0.8412
H 1.9074 11.1011 3.9685
H 1.9883 10.9500 2.3468
H 1.6173 12.4696 2.9540
H -0.3248 10.0847 3.5071
H -0.6801 11.8332 3.6275
H 0.3942 8.9687 -0.6483
H 1.6685 8.8115 0.5798
H 0.8785 6.3480 0.9190
H -0.2473 6.6307 -0.4571
H 1.4495 6.7232 -0.7312
H -2.1014 7.3182 1.7834
H -3.4562 7.8011 2.9127
H -4.7512 8.5797 0.7737
H -3.3697 7.8786 -0.0893
H -4.4167 6.8853 0.9483
C 3.5007 -6.9204 3.0299
C 2.9931 -7.4946 1.7070
O 4.1315 -7.6776 0.9163
P 4.9231 -6.4495 0.1859
O 4.1523 -5.3102 -0.3254
O 6.0480 -6.0697 1.3536
C 7.1019 -5.1254 1.1196
C 8.0066 -5.4112 2.3107
O 5.7933 -7.1934 -0.9255
C 5.1660 -7.9416 -1.9713
C 5.6377 -9.3823 -1.7584
H 3.8434 -5.8901 2.9343
H 2.7766 -6.9098 3.8446
H 4.3248 -7.5203 3.4160
H 2.6805 -8.5204 1.9025
H 2.2559 -6.8438 1.2369
H 7.7024 -5.1853 0.2118
H 6.6448 -4.1544 1.3099
H 8.1227 -6.4832 2.4702
H 8.8814 -4.8702 1.9500
H 7.7171 -5.1422 3.3266
H 4.0899 -7.7954 -1.8777
H 5.4397 -7.4887 -2.9243
H 6.7244 -9.4492 -1.7054
H 5.2702 -9.7021 -0.7833
H 5.2467 -10.1909 -2.3759
C -3.1574 3.1526 5.1832
C -3.1714 1.7316 5.7081
C -1.8741 1.3283 6.5513
O -2.4869 0.9229 7.7356
C -3.7887 1.0566 7.8083
O -4.4951 0.7723 8.8089
O -4.2804 1.5310 6.6759
H -4.1729 3.4308 4.9011
H -2.5570 3.3641 4.2985
H -2.8351 3.9238 5.8828
H -3.1334 1.1558 4.7834
H -1.0970 2.0890 6.4774
H -1.4615 0.4145 6.1237

Forces on atoms 1 to 6 (eV/Å):
-0.356 -0.050 0.506
0.068 0.554 -1.652
-1.042 -2.399 11.358
2.278 0.816 -1.383
-1.587 -2.196 -2.776
0.801 -0.711 -0.077

---

Entry 2:
Here is 14 unconnected molecules or ions with the total composition C37H87Cl4F6N9O22 in a non-equilibrium geometry from the Open Molecules 2025 dataset. Energies are from the ωB97M-V functional and the def2-TZVPD basis.

Properties
F_max   4.0 eV/Å
2S+1   1
HOMO   -6.48 eV

Element x y z (Å)
C -9.0624 7.1306 -10.3515
O -10.2620 7.5217 -9.7653
C -10.2323 7.5207 -8.3371
C -9.5575 8.7234 -7.6588
N -10.0889 10.1078 -8.1253
H -9.6584 10.2414 -9.0292
H -11.0698 10.0965 -8.3657
C -9.8531 11.3312 -7.1831
C -8.3713 11.6513 -6.8826
O -7.7837 10.4303 -6.2959
C -6.4327 10.7551 -5.8521
H -8.1531 7.6181 -9.9999
H -9.0440 7.1289 -11.4414
H -8.8296 6.0890 -10.1302
H -9.8745 6.5540 -7.9830
H -11.3012 7.4571 -8.1334
H -8.4781 8.7842 -7.7980
H -9.7593 8.5897 -6.5960
H -10.3517 11.1555 -6.2299
H -10.3105 12.2106 -7.6366
H -8.3086 12.5150 -6.2206
H -7.8297 12.0162 -7.7553
H -6.2270 11.4243 -5.0167
H -6.0003 11.3002 -6.6912
H -5.7864 9.8865 -5.7262
C -15.0986 14.3388 -12.1881
O -13.8037 14.3685 -12.7281
C -13.6233 14.1543 -14.1409
C -13.7706 12.7154 -14.6135
N -13.1475 11.7287 -13.5872
H -12.3135 12.0251 -13.1007
H -13.7376 11.7866 -12.7695
C -12.9796 10.2984 -14.0966
C -14.3400 9.7047 -14.3842
O -14.9294 10.4150 -15.4644
C -16.3174 10.2078 -15.7092
H -15.7359 15.1166 -12.6089
H -14.9600 14.3938 -11.1084
H -15.6177 13.3864 -12.2962
H -12.6741 14.5442 -14.5083
H -14.3708 14.7464 -14.6689
H -13.2842 12.5662 -15.5774
H -14.8332 12.4726 -14.6209
H -12.5075 9.8934 -13.2016
H -12.2690 10.3690 -14.9202
H -14.9235 9.8775 -13.4799
H -14.2809 8.6280 -14.5436
H -16.5736 9.2050 -16.0512
H -16.7663 10.8958 -16.4256
H -16.8909 10.3849 -14.7994
C -7.5276 11.6783 -13.4536
O -8.1499 12.0497 -14.7197
O -8.5290 11.7188 -12.5057
C -6.5205 10.4302 -13.6363
F -5.4898 10.8430 -14.3843
F -6.1137 9.9164 -12.4248
F -7.0100 9.3282 -14.2907
C -7.2986 12.8869 -15.5122
C -8.0829 13.3908 -16.7080
H -7.6101 14.2373 -17.2061
H -8.0498 12.7242 -17.5699
H -9.0976 13.6416 -16.3987
H -6.3567 12.4883 -15.8888
H -7.0940 13.8024 -14.9570
H -6.8854 12.5462 -13.3040
C -15.3354 10.6050 -7.8993
O -14.5644 9.7147 -6.9897
O -14.4618 10.9011 -8.9798
C -16.7357 9.9775 -8.2950
F -16.7223 8.6343 -8.3161
F -17.7677 10.2387 -7.5376
F -17.1291 10.4202 -9.5127
C -15.1051 9.2331 -5.7343
C -14.1150 8.4325 -4.9569
H -14.7240 7.9611 -4.1856
H -13.7141 7.6027 -5.5391
H -13.3978 9.1370 -4.5357
H -16.0361 8.6868 -5.8856
H -15.3176 10.0412 -5.0344
H -15.5364 11.4783 -7.2788
C -17.2583 16.1319 -17.6072
C -17.3260 17.4914 -16.8612
C -18.4478 17.6000 -15.8294
C -18.6743 19.0756 -15.4409
C -17.4032 19.7995 -14.9677
C -17.6514 21.3473 -14.6388
H -16.4379 16.1443 -18.3247
H -18.1475 15.8589 -18.1754
H -17.0325 15.3498 -16.8822
H -16.3565 17.5803 -16.3712
H -17.4133 18.3087 -17.5772
H -18.3416 16.8007 -15.0960
H -19.3892 17.3907 -16.3373
H -19.0834 19.6697 -16.2580
H -19.3772 19.0352 -14.6088
H -16.9696 19.3834 -14.0583
H -16.6301 19.7588 -15.7351
H -18.3151 21.4230 -13.7774
H -16.7055 21.8261 -14.3859
H -17.9987 21.8534 -15.5396
Cl -9.9138 19.6628 -14.6296
C -9.5318 19.3758 -16.3447
C -10.5519 18.4212 -17.0188
Cl -9.7307 17.8932 -18.4703
H -8.5055 19.0141 -16.4076
H -9.6308 20.3682 -16.7847
H -11.5422 18.7863 -17.2908
H -10.5595 17.4645 -16.4964
Cl -13.3714 3.3232 -12.8010
C -14.1270 3.6932 -11.2037
C -14.7072 5.1388 -11.1594
Cl -16.2489 5.2872 -12.0884
H -13.2494 3.6379 -10.5597
H -14.8435 2.8801 -11.0870
H -13.9933 5.8362 -11.5977
H -14.7983 5.4801 -10.1282
C -15.1534 4.5310 -17.3960
N -15.8196 3.3060 -17.7553
O -15.3569 2.5793 -18.6619
O -16.6878 2.9705 -17.0306
H -15.7524 4.9376 -16.5812
H -15.2605 5.1742 -18.2695
H -14.0905 4.3795 -17.2080
C -21.5139 18.4050 -10.7113
N -20.1957 18.2550 -10.0655
O -19.5345 17.2466 -10.4149
O -19.8232 19.1506 -9.3248
H -21.5704 19.3414 -11.2663
H -22.3290 18.5047 -9.9944
H -21.5954 17.5842 -11.4238
C -17.9049 14.9295 -5.6586
N -17.7620 14.1280 -4.3857
O -17.6987 12.9329 -4.4641
O -17.6058 14.7271 -3.3888
H -18.2598 15.9564 -5.5714
H -18.5423 14.2604 -6.2367
H -16.9450 14.9325 -6.1751
C -13.7382 11.0996 -22.0627
N -12.6442 11.4607 -21.0722
O -11.5135 11.2545 -21.5303
O -12.9554 11.9610 -20.0162
H -14.5598 10.5358 -21.6207
H -13.2361 10.5342 -22.8477
H -14.1363 12.0400 -22.4440
C -22.6312 8.4653 -16.4758
N -24.0164 8.8929 -16.5712
O -24.7976 8.0503 -16.8330
O -24.2059 10.0543 -16.2503
H -22.3905 8.3146 -17.5281
H -22.5567 7.4983 -15.9783
H -21.9323 9.1916 -16.0609
C -12.9120 16.5789 -7.4564
N -11.6799 17.3430 -7.1398
O -10.5659 16.8001 -7.1533
O -11.8410 18.5037 -6.7389
H -13.4992 17.3278 -7.9879
H -13.4046 16.3148 -6.5207
H -12.6262 15.7297 -8.0771
C -9.2481 16.0348 -11.2897
N -7.7820 16.4201 -11.4230
O -6.9628 16.0874 -10.5609
O -7.4640 16.9548 -12.4191
H -9.8902 16.8869 -11.0665
H -9.3528 15.2828 -10.5076
H -9.5479 15.6589 -12.2679

Forces on atoms 1 to 6 (eV/Å):
1.565 -1.390 -0.327
0.116 0.825 0.311
-1.191 0.149 -1.323
-0.397 -0.149 0.008
0.745 -0.135 1.005
0.512 0.506 -0.489

---

Entry 3:
Here is a molecular structure, C37H88ClIInN4O3 in a non-equilibrium geometry from the Open Molecules 2025 dataset. Energies are from the ωB97M-V functional and the def2-TZVPD basis.

Properties
F_max   1.7 eV/Å
Total charge   -1
2S+1   1
HOMO   -4.48 eV

Element x y z (Å)
C 3.9091 2.8052 0.5319
C 3.9360 1.9563 -0.7777
O 3.0504 0.8632 -0.6299
C 3.4428 -0.2057 -1.4931
C 2.2733 -1.1581 -1.8315
O 1.3990 -0.6446 -2.8141
C 0.3179 0.0559 -2.1528
In -1.5044 -1.2601 -1.7319
Cl -1.2135 -3.2344 -3.2544
C -3.2783 -0.0245 -2.3411
C -4.7024 -0.6262 -2.0587
C -5.3773 0.2183 -0.9387
C -5.9738 1.5548 -1.5241
O -7.3955 1.5991 -1.3229
C -7.6570 2.4688 -0.2207
C -1.3475 -1.8068 0.4452
C -2.4976 -2.6734 1.0596
C -3.2235 -3.6306 0.0631
I -3.9079 -1.4581 2.2267
H 4.8529 2.6453 1.0799
H 3.0653 2.4846 1.1661
H 3.7751 3.8829 0.3451
H 3.6113 2.6126 -1.6090
H 4.9737 1.6154 -0.9590
H 4.2214 -0.8128 -0.9762
H 3.8273 0.2314 -2.4315
H 1.7128 -1.4453 -0.9221
H 2.7301 -2.0569 -2.2912
H 0.0028 0.9618 -2.7141
H 0.6713 0.4281 -1.1649
H -3.2368 1.0109 -1.9429
H -3.2031 0.0912 -3.4466
H -4.7206 -1.7124 -1.8872
H -5.3111 -0.4526 -2.9759
H -6.1102 -0.3261 -0.3221
H -4.5783 0.5464 -0.2440
H -5.4765 2.4363 -1.0766
H -5.7441 1.5576 -2.6064
H -6.9147 2.3331 0.5879
H -8.6627 2.2426 0.1675
H -7.6251 3.5108 -0.5994
H -1.2712 -0.8737 1.0329
H -0.3908 -2.3557 0.5672
H -2.0294 -3.3218 1.8267
H -4.2410 -3.2515 -0.1123
H -2.6508 -3.8450 -0.8523
H -3.3515 -4.6026 0.5851
C -6.4254 -3.3747 -8.7732
C -5.3266 -2.4086 -8.3513
N -5.1801 -2.2800 -6.9131
C -4.2987 -1.1858 -6.5197
C -2.8199 -1.2780 -6.9044
C -4.9878 -3.5229 -6.1808
C -3.7803 -4.3886 -6.5500
H -7.3904 -3.0788 -8.3575
H -6.5138 -3.3769 -9.8620
H -6.2125 -4.3996 -8.4648
H -5.5811 -1.4262 -8.7602
H -4.3877 -2.7149 -8.8341
H -4.3707 -1.0455 -5.4374
H -4.7047 -0.2633 -6.9509
H -2.2778 -1.9732 -6.2647
H -2.3479 -0.3002 -6.7779
H -2.6779 -1.5734 -7.9459
H -5.8908 -4.1311 -6.2954
H -4.9508 -3.2995 -5.1113
H -3.6270 -4.4618 -7.6289
H -3.9291 -5.4038 -6.1733
H -2.8651 -4.0148 -6.0931
C -1.6124 6.3200 -1.6006
C -1.6123 5.7565 -0.1862
N -1.6282 4.3059 -0.1345
C -1.8687 3.7831 1.2036
C -0.8154 4.0545 2.2820
C -0.5785 3.6313 -0.8864
C 0.8745 3.9464 -0.5219
H -2.4783 5.9681 -2.1640
H -1.6567 7.4107 -1.5607
H -0.7078 6.0537 -2.1496
H -2.5118 6.1287 0.3136
H -0.7547 6.1778 0.3581
H -2.0344 2.7039 1.1370
H -2.8232 4.1932 1.5529
H 0.0583 3.4146 2.1644
H -1.2364 3.8365 3.2674
H -0.4888 5.0957 2.2933
H -0.7190 3.8555 -1.9476
H -0.7307 2.5519 -0.8207
H 1.0416 5.0118 -0.3461
H 1.5310 3.6436 -1.3413
H 1.1987 3.3944 0.3589
C 4.4043 -3.5186 5.6648
C 3.7195 -2.6084 4.6543
N 3.1688 -3.3114 3.5093
C 2.7309 -2.4173 2.4417
C 1.5640 -1.4710 2.7326
C 2.2586 -4.4049 3.8149
C 1.0000 -4.0809 4.6258
H 5.2084 -4.0905 5.1977
H 4.8402 -2.9157 6.4647
H 3.7058 -4.2157 6.1307
H 4.4695 -1.9002 4.2937
H 2.9562 -2.0160 5.1783
H 2.4878 -3.0145 1.5575
H 3.5925 -1.8098 2.1415
H 0.6092 -1.9933 2.7204
H 1.5132 -0.7032 1.9556
H 1.6722 -0.9556 3.6890
H 2.8207 -5.1760 4.3509
H 1.9635 -4.8903 2.8806
H 1.1994 -3.3987 5.4539
H 0.5916 -5.0005 5.0531
H 0.2177 -3.6493 4.0031
C 4.4277 0.6194 3.3136
C 5.4417 1.6141 3.8569
N 5.4973 1.6571 5.3092
C 6.2891 2.7679 5.8182
C 7.7902 2.7810 5.5138
C 5.7135 0.3792 5.9712
C 6.9857 -0.4001 5.6245
H 3.4245 0.8350 3.6863
H 4.3998 0.6774 2.2253
H 4.6829 -0.4081 3.5740
H 5.1560 2.6053 3.4928
H 6.4232 1.3896 3.4150
H 6.1488 2.8356 6.9013
H 5.8563 3.6919 5.4203
H 8.3368 2.0763 6.1391
H 8.1980 3.7734 5.7253
H 8.0045 2.5605 4.4675
H 4.8532 -0.2626 5.7591
H 5.6734 0.5306 7.0540
H 7.2049 -0.3893 4.5559
H 6.8683 -1.4456 5.9215
H 7.8538 -0.0171 6.1599

Forces on atoms 1 to 6 (eV/Å):
0.137 -0.293 -0.147
-0.206 1.035 0.866
0.494 -0.142 -0.266
-0.591 -0.502 0.105
0.516 0.042 -0.767
0.169 0.499 0.779

---

Question: Which value of HOMO does entry 1 give?
Answer: -9.84 eV